No. 1
The following is a quantum chemistry calculation of C22H44N3OP3STb as an isolated structure, from the Open Molecules 2025 dataset.

Results
- E_LUMO (spin up / spin down): -10.67 / -9.03 eV
- Calculated total energy: -3349.9338 Ha
- Energy above the lowest of the compared OMol25 structures with the same formula, charge and spin: 127.7 kJ/mol
- Spin multiplicity: 7
- Orbital gap (spin up / spin down): 4.6 / 6.2 eV
- Total charge: +3

```
75
C22H44N3OP3STb ωB97M-V/def2-TZVPD
Tb 0.84 -0.14 -0.22
P 1.40 0.84 -2.80
P 2.07 2.39 0.77
P -0.95 -2.01 -1.21
H -0.80 2.67 2.73
C -1.35 1.73 2.88
C -0.92 0.75 3.71
H 0.00 0.77 4.31
C 0.27 2.05 -3.60
C 3.07 1.57 -3.03
C 1.43 -0.58 -3.97
C 1.97 2.93 2.53
C 3.91 2.33 0.61
C 1.79 4.02 -0.05
C -1.98 -2.70 0.15
C -0.30 -3.58 -1.94
C -2.16 -1.39 -2.46
H -2.27 1.69 2.26
H -1.51 -0.16 3.84
H 0.48 2.29 -4.66
H 0.27 3.00 -3.04
H -0.76 1.68 -3.55
H 3.38 1.68 -4.08
H 3.82 0.94 -2.54
H 3.15 2.56 -2.56
H 1.83 -0.34 -4.97
H 0.43 -1.02 -4.10
H 2.06 -1.38 -3.54
H 2.18 4.00 2.59
H 2.70 2.37 3.12
H 0.99 2.73 2.95
H 4.34 3.31 0.82
H 4.20 2.01 -0.40
H 4.31 1.61 1.32
H 2.47 4.76 0.39
H 0.76 4.34 0.12
H 1.97 3.95 -1.12
H -2.97 -3.00 -0.25
H -2.12 -1.97 0.97
H -1.47 -3.57 0.61
H -1.14 -4.19 -2.32
H 0.26 -4.12 -1.16
H 0.41 -3.34 -2.74
H -3.04 -2.06 -2.46
H -1.66 -1.41 -3.45
H -2.50 -0.36 -2.27
C -5.34 0.72 0.50
C -6.19 1.23 -0.50
C -7.55 1.48 -0.20
C -8.07 1.25 1.08
C -7.18 0.90 2.10
C -5.83 0.65 1.82
S -3.80 -0.02 0.13
H -2.48 0.56 -0.44
H -5.80 1.40 -1.51
H -8.23 1.83 -0.99
H -9.16 1.35 1.30
H -7.56 0.79 3.12
H -5.13 0.38 2.60
C 5.48 -1.91 0.11
N 4.24 -2.19 0.87
C 4.18 -3.23 1.79
C 3.01 -3.53 2.44
C 1.87 -2.75 2.21
N 1.92 -1.78 1.24
C 3.09 -1.55 0.59
O 3.02 -0.66 -0.36
N 0.71 -2.94 2.83
H 5.21 -1.16 -0.62
H 5.82 -2.83 -0.38
H 6.28 -1.59 0.79
H 5.10 -3.78 1.93
H 2.94 -4.36 3.17
H 0.65 -3.64 3.54
H -0.07 -2.29 2.67
```

In the Löwdin picture, each atom carries the following charge in e: atom 1 (Tb): 1.26, atom 2 (P): 0.71, atom 3 (P): 0.74, atom 4 (P): 0.67, atom 5 (H): 0.04, atom 6 (C): -0.07, atom 7 (C): -0.06, atom 8 (H): 0.06, atom 9 (C): -0.24, atom 10 (C): -0.25, atom 11 (C): -0.25, atom 12 (C): -0.24, atom 13 (C): -0.26, atom 14 (C): -0.26, atom 15 (C): -0.30, atom 16 (C): -0.24, atom 17 (C): -0.28, atom 18 (H): 0.04, atom 19 (H): 0.05, atom 20 (H): 0.08, atom 21 (H): 0.05, atom 22 (H): 0.04, atom 23 (H): 0.08, atom 24 (H): 0.04, atom 25 (H): 0.04, atom 26 (H): 0.08, atom 27 (H): 0.03, atom 28 (H): 0.05, atom 29 (H): 0.07, atom 30 (H): 0.06, atom 31 (H): -0.01, atom 32 (H): 0.07, atom 33 (H): 0.02, atom 34 (H): 0.04, atom 35 (H): 0.07, atom 36 (H): 0.06, atom 37 (H): 0.03, atom 38 (H): 0.07, atom 39 (H): -0.01, atom 40 (H): 0.05, atom 41 (H): 0.08, atom 42 (H): 0.05, atom 43 (H): 0.04, atom 44 (H): 0.07, atom 45 (H): 0.05, atom 46 (H): -0.01, atom 47 (C): -0.63, atom 48 (C): -0.09, atom 49 (C): -0.05, atom 50 (C): -0.05, atom 51 (C): -0.06, atom 52 (C): -0.10, atom 53 (S): 0.77, atom 54 (H): -0.08, atom 55 (H): 0.11, atom 56 (H): 0.12, atom 57 (H): 0.14, atom 58 (H): 0.12, atom 59 (H): 0.09, atom 60 (C): 0.06, atom 61 (N): -0.01, atom 62 (C): 0.07, atom 63 (C): 0.05, atom 64 (C): -0.33, atom 65 (N): 0.05, atom 66 (C): -0.47, atom 67 (O): -0.25, atom 68 (N): 0.23, atom 69 (H): 0.09, atom 70 (H): 0.12, atom 71 (H): 0.12, atom 72 (H): 0.16, atom 73 (H): 0.15, atom 74 (H): 0.14, atom 75 (H): 0.12

=====

No. 2
The following is a quantum chemistry calculation of a 2-piece molecular cluster, C9H14O overall, from the Open Molecules 2025 dataset.

Results
- SMILES string: Cc1ccccc1.CCO
- E_LUMO: 1.00 eV
- Calculated total energy: -426.5476 Ha
- Energy above the lowest of the compared OMol25 structures with the same formula, charge and spin: 66.1 kJ/mol
- Spin multiplicity: 1
- Orbital gap: 10.1 eV

```
24
C9H14O ωB97M-V/def2-TZVPD
C -0.99 1.99 -0.92
C -0.06 1.46 0.14
C 1.31 1.72 0.09
C 2.13 1.29 1.13
C 1.60 0.80 2.31
C 0.23 0.61 2.39
C -0.56 0.78 1.25
H -0.58 2.91 -1.32
H -1.97 2.19 -0.49
H -1.21 1.30 -1.74
H 1.83 2.18 -0.74
H 3.20 1.40 1.02
H 2.25 0.67 3.16
H -0.23 0.28 3.31
H -1.61 0.59 1.42
C -0.23 -2.31 -0.36
C -1.04 -1.90 -1.60
O -0.52 -2.40 -2.83
H -0.69 -3.13 0.20
H -0.03 -1.43 0.23
H 0.76 -2.65 -0.66
H -2.08 -2.18 -1.42
H -0.99 -0.82 -1.75
H -0.52 -3.36 -2.83
```

In the natural (NBO) picture, each atom carries the following charge in e: atom 1 (C): -0.63, atom 2 (C): -0.01, atom 3 (C): -0.23, atom 4 (C): -0.19, atom 5 (C): -0.23, atom 6 (C): -0.19, atom 7 (C): -0.24, atom 8 (H): 0.22, atom 9 (H): 0.22, atom 10 (H): 0.22, atom 11 (H): 0.21, atom 12 (H): 0.21, atom 13 (H): 0.21, atom 14 (H): 0.21, atom 15 (H): 0.21, atom 16 (C): -0.66, atom 17 (C): -0.06, atom 18 (O): -0.72, atom 19 (H): 0.20, atom 20 (H): 0.23, atom 21 (H): 0.22, atom 22 (H): 0.15, atom 23 (H): 0.17, atom 24 (H): 0.46

=====

No. 3
The following is a quantum chemistry calculation of a 2-piece molecular cluster, C4H12N2 overall, from the Open Molecules 2025 dataset.

Results
- E_LUMO: -1.31 eV
- Calculated total energy: -268.8436 Ha
- Energy above the lowest of the compared OMol25 structures with the same formula, charge and spin: 716.1 kJ/mol
- Spin multiplicity: 1
- Orbital gap: 5.7 eV

```
18
C4H12N2 ωB97M-V/def2-TZVPD
N 2.81 -0.09 0.64
C 1.93 0.25 -0.28
C -0.78 -0.02 -1.40
N -1.11 0.14 -0.08
C -2.11 0.85 0.67
C -0.60 -1.07 0.54
H 3.68 -0.50 0.33
H 0.99 0.64 0.17
H 2.23 0.90 -1.12
H 1.18 -0.56 -0.75
H -0.88 0.95 -1.90
H -1.36 -0.84 -1.84
H -2.98 0.26 0.94
H -2.45 1.73 0.13
H -1.66 1.25 1.58
H 0.32 -1.15 0.00
H -0.53 -0.98 1.63
H -1.22 -1.95 0.33
```

In the natural (NBO) picture, each atom carries the following charge in e: atom 1 (N): -0.65, atom 2 (C): -0.36, atom 3 (C): -0.21, atom 4 (N): -0.39, atom 5 (C): -0.40, atom 6 (C): -0.41, atom 7 (H): 0.32, atom 8 (H): 0.18, atom 9 (H): 0.16, atom 10 (H): 0.18, atom 11 (H): 0.17, atom 12 (H): 0.18, atom 13 (H): 0.20, atom 14 (H): 0.21, atom 15 (H): 0.21, atom 16 (H): 0.20, atom 17 (H): 0.21, atom 18 (H): 0.18

=====

No. 4
The following is a quantum chemistry calculation of a 2-piece molecular cluster, C3H7NO3 overall, from the Open Molecules 2025 dataset.

Results
- SMILES string: CC(=O)NC=O.O
- E_LUMO: 0.63 eV
- Calculated total energy: -398.9848 Ha
- Energy above the lowest of the compared OMol25 structures with the same formula, charge and spin: 138.8 kJ/mol
- Spin multiplicity: 1
- Orbital gap: 11.2 eV

```
14
C3H7NO3 ωB97M-V/def2-TZVPD
C -0.80 -0.37 2.01
C -0.30 -0.45 0.62
O -0.11 -1.45 -0.02
N 0.07 0.79 0.00
C 1.30 1.32 0.40
O 1.99 1.99 -0.32
H -0.53 0.46 2.65
H -1.90 -0.43 1.85
H -0.65 -1.36 2.45
H -0.10 1.01 -0.98
H 1.58 0.96 1.41
O -1.60 -1.27 -2.24
H -1.22 -1.82 -2.94
H -1.16 -1.62 -1.44
```

In the natural (NBO) picture, each atom carries the following charge in e: atom 1 (C): -0.74, atom 2 (C): 0.73, atom 3 (O): -0.57, atom 4 (N): -0.70, atom 5 (C): 0.54, atom 6 (O): -0.56, atom 7 (H): 0.25, atom 8 (H): 0.27, atom 9 (H): 0.25, atom 10 (H): 0.43, atom 11 (H): 0.10, atom 12 (O): -0.96, atom 13 (H): 0.47, atom 14 (H): 0.48